No. 1
DFT (ωB97M-V/def2-TZVPD) results for C5H6O in the gas phase.

Properties
Lowest unoccupied orbital energy   0.391 eV
Charge   0
ΔE to the lowest compared entry with this formula, charge and spin   39.1 kcal/mol
Electronic energy   -269.28387 Ha
Orbital gap   10.7 eV
SMILES   C#CC(=O)CC

Geometry as XYZ:
```
12
Properties=species:S:1:pos:R:3:mulliken_charge:R:1
C -0.8145 0.4022 2.9158 0.3328
C -0.6667 0.5607 1.7307 -0.3490
C -0.4211 0.6958 0.2925 0.0827
O -0.6268 1.7373 -0.2914 -0.5151
C 0.0951 -0.5545 -0.3905 -0.3796
C 0.7177 -0.2639 -1.7490 -1.0922
H -0.9453 0.2716 3.9679 0.3978
H 0.7970 -1.0566 0.2861 0.3105
H -0.7646 -1.2340 -0.4834 0.2766
H 0.9768 -1.1938 -2.2636 0.3476
H 1.6272 0.3353 -1.6348 0.3014
H 0.0253 0.2998 -2.3803 0.2867
```

No. 2
DFT (ωB97M-V/def2-TZVPD) results for C5H6O in the gas phase.

Properties
Lowest unoccupied orbital energy   0.545 eV
Charge   0
ΔE to the lowest compared entry with this formula, charge and spin   126.0 kcal/mol
Electronic energy   -269.14547 Ha
Orbital gap   8.6 eV

Geometry as XYZ:
```
12
Properties=species:S:1:pos:R:3:mulliken_charge:R:1
O -2.5172 -0.0413 -0.8413 -0.4671
C -2.1079 -0.2368 0.2775 0.0369
C -0.6678 -0.0484 0.6894 -0.3963
C 0.2085 0.3600 -0.4704 -0.4038
C 1.5792 0.2402 -0.4430 -0.1679
C 2.7607 -0.2364 -0.3546 -0.4980
H -2.7979 -0.5583 1.0853 0.3390
H -0.3149 -0.9556 1.1967 0.3243
H -0.6604 0.7301 1.4762 0.2692
H 1.2141 -0.4027 -1.4043 0.2896
H -0.2952 0.8655 -1.2873 0.4527
H 3.5988 0.2836 0.0759 0.2214
```

No. 3
DFT (ωB97M-V/def2-TZVPD) results for C5H6O in the gas phase.

Properties
Lowest unoccupied orbital energy   1.140 eV
Charge   0
ΔE to the lowest compared entry with this formula, charge and spin   5.1 kcal/mol
Electronic energy   -269.33816 Ha
Orbital gap   9.6 eV
SMILES   Cc1ccco1

Geometry as XYZ:
```
12
Properties=species:S:1:pos:R:3:mulliken_charge:R:1
C -1.9042 -0.0331 0.1974 -1.0430
C -0.4179 -0.0581 0.1608 0.3831
C 0.5034 0.9341 0.2364 -0.2925
C 1.7548 0.3592 -0.1533 -0.4147
C 1.5076 -0.9548 -0.3742 -0.3534
O 0.1877 -1.2260 -0.1874 -0.3182
H -2.2294 0.9711 0.4818 0.2934
H -2.3316 -0.7587 0.8952 0.2902
H -2.3010 -0.2437 -0.8034 0.2606
H 0.3198 1.9595 0.5264 0.3958
H 2.6692 0.9014 -0.3376 0.3751
H 2.1264 -1.7999 -0.6420 0.4237
```

No. 4
DFT (ωB97M-V/def2-TZVPD) results for C5H6O in the gas phase.

Properties
Lowest unoccupied orbital energy (alpha / beta)   -0.804 / -0.824 eV
Charge   0
ΔE to the lowest compared entry with this formula, charge and spin   94.0 kcal/mol
Electronic energy   -269.19650 Ha
Orbital gap (alpha / beta)   7.9 / 7.7 eV
SMILES   O[C@@H]1C=C=CC1

Geometry as XYZ:
```
12
Properties=species:S:1:pos:R:3:mulliken_charge:R:1
O -1.2341 1.4636 0.0865 -0.5273
C -0.8444 0.1554 0.4059 -0.1841
C 0.3556 -0.0068 1.3400 -0.0807
C 1.5233 0.1495 0.6810 -0.3625
C 1.2694 -0.1802 -0.6244 -0.3075
C -0.1712 -0.6053 -0.8252 -0.5396
H -0.4384 1.9394 -0.1918 0.3921
H -1.7398 -0.3187 0.8292 0.3423
H 0.2674 -0.5827 2.2515 0.3532
H 1.9885 -0.0639 -1.4324 0.3582
H -0.5698 -0.2693 -1.7927 0.2722
H -0.4065 -1.6811 -0.7274 0.2837
```

No. 5
DFT (ωB97M-V/def2-TZVPD) results for C5H6O as an isolated structure.

Properties
Lowest unoccupied orbital energy (alpha / beta)   0.667 / 0.054 eV
Charge   0
ΔE to the lowest compared entry with this formula, charge and spin   122.9 kcal/mol
Electronic energy   -269.15033 Ha
Orbital gap (alpha / beta)   8.3 / 7.5 eV

Geometry as XYZ:
```
12
Properties=species:S:1:pos:R:3:mulliken_charge:R:1
C 1.8919 -0.1545 0.5515 -1.0164
C 0.6278 0.5763 0.2426 -0.0586
O 0.4016 0.8047 -1.0546 -0.2963
C -0.9588 0.6648 -0.9301 -0.5811
C -1.6669 -0.4702 -0.4976 -0.0747
C -2.4870 -1.2588 -0.0729 -0.0039
H 2.2538 -0.6431 -0.3568 0.2809
H 1.8398 -0.8806 1.3683 0.3136
H 2.6262 0.6123 0.8464 0.2609
H 0.1670 1.2194 0.9810 0.4218
H -1.5013 1.5096 -1.3472 0.3510
H -3.1943 -1.9800 0.2694 0.4030
```

No. 6
DFT (ωB97M-V/def2-TZVPD) results for C5H6O in the gas phase.

Properties
Lowest unoccupied orbital energy   1.101 eV
Charge   0
ΔE to the lowest compared entry with this formula, charge and spin   61.4 kcal/mol
Electronic energy   -269.24834 Ha
Orbital gap   11.1 eV
SMILES   C#C[C@@H]1O[C@@H]1C

Geometry as XYZ:
```
12
Properties=species:S:1:pos:R:3:mulliken_charge:R:1
C 2.5302 0.5242 0.0749 0.3932
C 1.5644 -0.1921 0.1238 -0.8693
C 0.4233 -1.0889 0.1372 -0.2199
O -0.3224 -1.2070 -1.0688 -0.4385
C -0.9546 -0.5918 0.0488 0.2577
C -1.2928 0.8610 -0.1084 -1.1712
H 3.3613 1.1930 0.0594 0.4170
H 0.5656 -2.0136 0.6870 0.3434
H -1.7271 -1.2074 0.5182 0.3879
H -0.4175 1.4334 -0.4124 0.3081
H -1.6768 1.2895 0.8210 0.3142
H -2.0536 0.9996 -0.8805 0.2774
```

No. 7
DFT (ωB97M-V/def2-TZVPD) results for C5H6O in the gas phase.

Properties
Lowest unoccupied orbital energy   0.355 eV
Charge   0
ΔE to the lowest compared entry with this formula, charge and spin   40.7 kcal/mol
Electronic energy   -269.28136 Ha
Orbital gap   10.7 eV
SMILES   CCC#CC=O

Geometry as XYZ:
```
12
Properties=species:S:1:pos:R:3:mulliken_charge:R:1
C 1.2387 1.0675 1.0534 -1.1024
C 0.0221 1.3057 0.1519 -0.5157
C -0.5108 0.0396 -0.3551 0.4416
C -0.8642 -1.0486 -0.7438 0.2079
C -1.2529 -2.3714 -1.1945 -0.3783
O -0.5332 -3.3395 -1.1089 -0.4281
H 0.9548 0.4877 1.9362 0.3079
H 2.0068 0.5061 0.5143 0.3164
H 1.6694 2.0173 1.3837 0.3355
H 0.3004 1.9350 -0.7024 0.2652
H -0.7635 1.8450 0.6946 0.2854
H -2.2674 -2.4442 -1.6295 0.2647
```

No. 8
DFT (ωB97M-V/def2-TZVPD) results for C5H6O in the gas phase.

Properties
Lowest unoccupied orbital energy   0.325 eV
Charge   0
ΔE to the lowest compared entry with this formula, charge and spin   42.7 kcal/mol
Electronic energy   -269.27817 Ha
Orbital gap   10.7 eV
SMILES   CCC#CC=O

Geometry as XYZ:
```
12
Properties=species:S:1:pos:R:3:mulliken_charge:R:1
C -1.7918 0.3495 -0.1070 -1.1461
C -0.9831 -0.9382 -0.2434 -0.4486
C 0.4284 -0.6098 -0.0359 0.1806
C 1.4789 -0.0389 0.1468 0.3377
C 2.7547 0.6111 0.3466 -0.3054
O 2.8992 1.8112 0.4283 -0.4383
H -1.7609 0.7073 0.9288 0.3084
H -1.3765 1.1495 -0.7327 0.3345
H -2.8235 0.1504 -0.3981 0.3459
H -1.1076 -1.3887 -1.2363 0.2877
H -1.3014 -1.6872 0.4927 0.2822
H 3.5837 -0.1163 0.4102 0.2616
```

No. 9
DFT (ωB97M-V/def2-TZVPD) results for C5H6O in the gas phase.

Properties
Lowest unoccupied orbital energy   0.979 eV
Charge   0
ΔE to the lowest compared entry with this formula, charge and spin   36.7 kcal/mol
Electronic energy   -269.28776 Ha
Orbital gap   8.8 eV
SMILES   OC1=CC=CC1

Geometry as XYZ:
```
12
Properties=species:S:1:pos:R:3:mulliken_charge:R:1
O -0.6464 0.7316 -2.0384 -0.5214
C -0.3407 0.4459 -0.7546 0.2785
C 0.9467 0.5714 -0.3693 -0.5652
C 1.1331 -0.3022 0.7743 -0.4228
C -0.0571 -0.7828 1.1716 -0.5908
C -1.1658 -0.2430 0.2846 -0.3614
H 0.3062 0.6552 -2.2857 0.3720
H 1.5760 1.3860 -0.7111 0.4451
H 2.1060 -0.5587 1.1747 0.4156
H -0.2269 -1.4253 2.0208 0.4001
H -1.8690 -0.9856 -0.1011 0.3137
H -1.7622 0.5077 0.8343 0.2366
```

No. 10
DFT (ωB97M-V/def2-TZVPD) results for C5H6O in the gas phase.

Properties
Lowest unoccupied orbital energy   0.044 eV
Charge   0
ΔE to the lowest compared entry with this formula, charge and spin   93.5 kcal/mol
Electronic energy   -269.19725 Ha
Orbital gap   9.2 eV
SMILES   C1=CCCOC=1

Geometry as XYZ:
```
12
Properties=species:S:1:pos:R:3:mulliken_charge:R:1
C 1.5538 -0.4986 -0.5970 -0.3577
C 0.3281 -0.5329 -1.1415 0.0224
C -0.8129 -0.8219 -0.2126 -0.4561
C -0.7560 0.4837 0.6745 -0.2928
O 0.3496 1.2832 0.2317 -0.4154
C 1.5804 0.5195 0.2493 -0.2798
H 0.1173 -0.0244 -2.0828 0.2996
H -1.7688 -0.9492 -0.7278 0.2886
H -0.5892 -1.7205 0.3649 0.2510
H -0.6293 0.2782 1.7469 0.2667
H -1.6945 1.0517 0.5623 0.2796
H 2.3215 0.9313 0.9321 0.3940
```

No. 11
DFT (ωB97M-V/def2-TZVPD) results for a 2-piece molecular cluster, C5H6O overall.

Properties
Lowest unoccupied orbital energy (alpha / beta)   -0.730 / -0.729 eV
Charge   0
ΔE to the lowest compared entry with this formula, charge and spin   115.8 kcal/mol
Electronic energy   -269.16171 Ha
Orbital gap (alpha / beta)   8.6 / 8.6 eV

Geometry as XYZ:
```
12
Properties=species:S:1:pos:R:3:mulliken_charge:R:1
C 0.0815 1.4224 -0.9095 -1.0656
C -0.1819 -0.0340 -0.5045 -0.0717
C -0.8429 -0.2463 0.8726 0.7680
O -1.7978 0.4660 1.0081 -0.4685
C -0.2069 -1.3245 1.6521 -0.6072
C 0.7820 -1.8424 1.0787 -0.2857
H 0.7936 1.3869 -1.7377 0.3295
H 0.5091 2.0180 -0.0956 0.3105
H -0.8032 1.9626 -1.2882 0.2866
H 0.8519 -1.0273 -0.1759 0.1486
H -0.8258 -0.5038 -1.2666 0.2587
H 1.5402 -2.5932 1.1239 0.3967
```

No. 12
DFT (ωB97M-V/def2-TZVPD) results for C5H6O in the gas phase.

Properties
Lowest unoccupied orbital energy   0.860 eV
Charge   0
ΔE to the lowest compared entry with this formula, charge and spin   35.7 kcal/mol
Electronic energy   -269.28933 Ha
Orbital gap   10.6 eV
SMILES   C#CCC(C)=O

Geometry as XYZ:
```
12
Properties=species:S:1:pos:R:3:mulliken_charge:R:1
C -0.9170 -1.4028 1.8443 0.1354
C -0.7438 -0.3612 1.2639 -0.4105
C -0.5180 0.8997 0.5597 -0.6178
C 0.5340 0.8746 -0.5603 0.5623
C 0.7685 -0.3921 -1.3542 -1.0532
O 1.1244 1.9025 -0.8055 -0.5444
H -1.0696 -2.3237 2.3618 0.3961
H -1.4573 1.2433 0.1040 0.2670
H -0.2101 1.6886 1.2549 0.3223
H 1.5755 -0.2100 -2.0688 0.3161
H -0.1400 -0.6918 -1.8906 0.3027
H 1.0533 -1.2272 -0.7093 0.3241
```

> Which formula does entry 5 have?

C5H6O